1.
ORCA calculation (ωB97M-V with the def2-TZVPD basis set) on C13H16NO as an isolated structure in a non-equilibrium geometry.

The calculation puts the HOMO energy (spin up / spin down) at -7.92 / -13.02 eV. Its relative energy (zero: lowest compared OMol25 entry of this formula, charge and spin) is 103.47 kcal per mole. For the gap between HOMO and LUMO (spin up / spin down), the calculation gives 4.5 / 4.7 eV. The LUMO energy (spin up / spin down) comes out at -3.452 / -8.286 eV.

Geometry as ORCA input:
```
! wB97M-V def2-TZVPD RIJCOSX def2/J DEFGRID3
* xyz 1 3
C 2.380 0.556 -2.329
C 1.235 0.667 -2.996
C 2.331 0.081 -0.997
C 0.011 0.641 -2.392
C 1.050 -0.095 -0.304
C -0.065 0.270 -1.063
C -1.125 -0.345 1.138
C -1.935 -0.719 2.070
C -1.961 1.500 -0.044
C 0.926 -0.337 1.182
C 1.242 0.982 1.983
C 1.155 -1.724 1.669
C -2.316 -0.750 -0.998
N -1.370 0.127 -0.270
O -3.029 1.733 -0.365
H 3.319 0.832 -2.743
H 1.205 0.914 -4.114
H 3.173 0.152 -0.373
H -0.960 0.601 -2.930
H -2.958 -0.716 1.872
H -1.544 -1.020 2.995
H -1.099 2.005 0.389
H 0.716 1.117 2.934
H 1.005 1.817 1.386
H 2.308 0.794 2.339
H 0.748 -1.712 2.664
H 2.202 -1.951 1.980
H 0.835 -2.453 0.981
H -3.197 -0.791 -0.400
H -2.393 -0.477 -2.045
H -1.893 -1.696 -1.219
*
```

natural (NBO) population analysis, charges in e, atoms 1 to 5: C -0.1914; C -0.1792; C -0.1318; C -0.1831; C -0.1282



2.
ORCA calculation (ωB97M-V with the def2-TZVPD basis set) on C13H17AgBF3N2O6 as an isolated structure in a non-equilibrium geometry.

The calculation puts the HOMO energy at -0.54 eV. Its relative energy (zero: lowest compared OMol25 entry of this formula, charge and spin) is 26.13 kcal per mole. For the gap between HOMO and LUMO, the calculation gives 5.2 eV. The LUMO energy comes out at 4.623 eV.

Geometry as ORCA input:
```
! wB97M-V def2-TZVPD RIJCOSX def2/J DEFGRID3
* xyz -2 1
Ag 0.803 0.053 -0.307
C 4.207 -0.281 -2.187
C 4.192 -0.286 -0.705
N 3.123 -0.402 0.033
C 3.532 -0.368 1.339
C 4.910 -0.236 1.381
N 5.301 -0.191 0.072
C 5.969 -0.183 2.457
O 5.568 -0.213 3.647
O 7.139 -0.130 2.052
C 2.556 -0.489 2.423
O 3.041 -0.526 3.659
O 1.362 -0.587 2.217
H 3.179 -0.297 -2.537
H 4.737 -1.152 -2.576
H 4.692 0.617 -2.562
H 6.274 -0.088 -0.182
H 4.071 -0.389 3.690
F 1.904 3.046 -1.601
C 1.158 2.564 -0.502
F 1.764 3.260 0.550
F -0.031 3.301 -0.654
C -4.153 0.132 1.293
C -3.416 -0.670 0.220
C -3.889 -2.135 0.285
O -2.028 -0.660 0.461
B -1.288 -0.548 -0.727
O -2.253 -0.419 -1.773
C -3.511 -0.090 -1.221
C -4.662 -0.656 -2.057
C -3.617 1.445 -1.234
H -4.021 -0.364 2.253
H -5.219 0.192 1.065
H -3.736 1.130 1.371
H -3.572 -2.545 1.242
H -3.403 -2.704 -0.501
H -4.972 -2.220 0.195
H -4.550 -1.723 -2.219
H -4.669 -0.162 -3.027
H -5.615 -0.469 -1.558
H -2.811 1.870 -0.642
H -4.586 1.792 -0.872
H -3.475 1.781 -2.259
*
```

natural (NBO) population analysis, charges in e, atoms 1 to 5: Ag 0.4978; C -0.6516; C 0.3631; N -0.4784; C -0.0350



3.
ORCA calculation (ωB97M-V with the def2-TZVPD basis set) on C13H17AuO5Si as an isolated structure.

The calculation puts the HOMO energy at -1.44 eV. Its relative energy (zero: lowest compared OMol25 entry of this formula, charge and spin) is 0.00 kcal per mole. For the gap between HOMO and LUMO, the calculation gives 6.1 eV. The LUMO energy comes out at 4.694 eV.

Geometry as ORCA input:
```
! wB97M-V def2-TZVPD RIJCOSX def2/J DEFGRID3
* xyz -2 1
Au -0.673 1.223 1.033
O 1.131 5.139 0.690
C 0.832 3.947 0.508
O 1.065 2.968 1.269
C -0.011 3.638 -0.763
C -1.503 3.647 -0.338
C -2.362 3.034 -1.459
C -2.095 1.520 -1.526
C -0.669 1.210 -1.119
O -1.741 2.946 0.841
C 0.280 2.300 -1.499
C 1.761 1.848 -1.717
O 2.504 2.757 -2.142
O 1.994 0.630 -1.579
H 0.164 4.457 -1.459
H -1.799 4.695 -0.184
H -2.116 3.511 -2.415
H -3.421 3.218 -1.258
H -2.213 1.159 -2.557
H -2.801 0.962 -0.913
H -0.286 0.212 -1.300
H -0.040 2.514 -2.537
C -0.236 -4.573 0.096
Si 0.717 -3.547 1.360
C 0.403 -4.317 3.056
C 2.545 -3.708 0.961
C 0.190 -1.830 1.349
C -0.098 -0.646 1.243
H 0.091 -5.617 0.117
H -0.072 -4.182 -0.910
H -1.309 -4.543 0.297
H 0.708 -5.367 3.102
H -0.659 -4.255 3.302
H 0.954 -3.764 3.820
H 2.862 -4.755 0.939
H 3.145 -3.176 1.702
H 2.757 -3.255 -0.009
*
```

natural (NBO) population analysis, charges in e, atoms 1 to 5: Au 1.0290; O -0.7638; C 0.7991; O -0.8305; C -0.3454



4.
ORCA calculation (ωB97M-V with the def2-TZVPD basis set) on C13H17ClINO2OsP as an isolated structure in a non-equilibrium geometry.

The calculation puts the HOMO energy (spin up / spin down) at -19.30 / -19.17 eV. For the gap between HOMO and LUMO (spin up / spin down), the calculation gives 8.4 / 4.7 eV. The LUMO energy (spin up / spin down) comes out at -10.882 / -14.482 eV.

Geometry as ORCA input:
```
! wB97M-V def2-TZVPD RIJCOSX def2/J DEFGRID3
* xyz 3 5
C -2.676 1.509 -3.916
C -2.229 0.392 -3.020
H -3.264 1.049 -4.730
H -1.788 1.989 -4.327
H -3.328 2.238 -3.435
O -2.535 -0.751 -3.382
I -3.512 1.949 -0.284
Os -1.372 0.632 -1.211
P 0.650 -0.531 -1.715
C 0.557 -2.358 -1.344
C 0.913 -0.473 -3.545
H 2.501 0.975 -1.165
H 3.106 -0.556 -1.931
H 2.640 -0.560 -0.209
C 2.411 -0.121 -1.191
H 0.909 0.575 -3.828
H 1.863 -0.921 -3.821
H 1.123 -2.936 -2.093
H -0.491 -2.682 -1.365
H 0.084 -0.971 -4.036
H 0.962 -2.547 -0.335
C -2.217 -0.946 -0.759
O -2.651 -2.023 -0.596
Cl 0.028 2.357 -2.176
N -0.449 0.706 0.680
C -0.098 0.513 1.781
C 0.348 0.411 3.125
C -0.605 0.454 4.169
C -0.205 0.510 5.510
C 1.151 0.420 5.842
C 2.083 0.149 4.829
C 1.680 0.105 3.490
H -1.674 0.472 3.957
H -0.938 0.644 6.310
H 1.479 0.493 6.885
H 3.132 -0.001 5.107
H 2.414 -0.163 2.733
*
```

natural (NBO) population analysis, charges in e, atoms 1 to 5: C -0.7179; C 0.4400; H 0.2811; H 0.3062; H 0.2856



5.
ORCA calculation (ωB97M-V with the def2-TZVPD basis set) on one molecule with the formula C13H17ClN2OS.

The calculation puts the HOMO energy at -8.48 eV. Its relative energy (zero: lowest compared OMol25 entry of this formula, charge and spin) is 0.00 kcal per mole. For the gap between HOMO and LUMO, the calculation gives 9.1 eV. Its SMILES is CN1CCN(C(=O)CSc2ccc(Cl)cc2)CC1. The LUMO energy comes out at 0.610 eV.

Geometry as ORCA input:
```
! wB97M-V def2-TZVPD RIJCOSX def2/J DEFGRID3
* xyz 0 1
C 4.280 -0.210 -3.275
N 3.191 -0.163 -2.325
C 2.622 -1.474 -2.081
C 1.581 -1.384 -0.964
N 0.553 -0.443 -1.338
C -0.750 -0.687 -1.567
O -1.504 0.155 -2.019
C -1.293 -2.060 -1.204
S -1.061 -2.472 0.566
C -1.164 -0.859 1.302
C -2.172 0.030 0.959
C -2.198 1.289 1.530
C -1.232 1.641 2.459
Cl -1.263 3.216 3.168
C -0.242 0.744 2.831
C -0.208 -0.507 2.245
C 1.097 0.867 -1.635
C 2.147 0.759 -2.737
H 3.965 -0.568 -4.268
H 4.699 0.789 -3.383
H 5.054 -0.874 -2.895
H 3.423 -2.150 -1.773
H 2.147 -1.888 -2.991
H 1.164 -2.368 -0.762
H 2.069 -1.014 -0.055
H -2.359 -2.072 -1.436
H -0.800 -2.857 -1.760
H -2.929 -0.243 0.242
H -2.969 1.992 1.255
H 0.499 1.027 3.562
H 0.558 -1.217 2.516
H 0.276 1.514 -1.943
H 1.560 1.263 -0.725
H 2.595 1.740 -2.907
H 1.660 0.430 -3.673
*
```

natural (NBO) population analysis, charges in e, atoms 1 to 5: C -0.4052; N -0.4367; C -0.2298; C -0.2236; N -0.4416



6.
ORCA calculation (ωB97M-V with the def2-TZVPD basis set) on C13H17CrFO15 as an isolated structure in a non-equilibrium geometry.

The calculation puts the HOMO energy (spin up / spin down) at -7.05 / -9.11 eV. Its relative energy (zero: lowest compared OMol25 entry of this formula, charge and spin) is 0.00 kcal per mole. For the gap between HOMO and LUMO (spin up / spin down), the calculation gives 7.4 / 9.5 eV. The LUMO energy (spin up / spin down) comes out at 0.386 / 0.385 eV.

Geometry as ORCA input:
```
! wB97M-V def2-TZVPD RIJCOSX def2/J DEFGRID3
* xyz 0 5
Cr -1.449 -1.511 0.037
O -2.811 -2.616 -3.437
C -2.300 -2.109 -2.289
O -3.083 -1.949 -1.297
O -1.076 -1.903 -2.171
H -3.738 -2.754 -3.210
O -1.163 -2.939 3.660
C -1.237 -2.408 2.431
O -1.630 -3.113 1.465
O -0.868 -1.216 2.227
H -0.746 -2.264 4.209
C 5.160 -3.535 -0.178
C 4.298 -2.337 0.159
C 4.035 -1.394 -1.035
O 2.620 -1.161 -0.972
C 2.055 -2.004 -0.086
O 0.893 -2.062 0.139
O 2.985 -2.789 0.493
H 6.219 -3.285 -0.188
H 4.879 -3.934 -1.155
H 4.979 -4.351 0.522
H 4.733 -1.730 0.954
H 4.302 -1.793 -2.012
H 4.507 -0.420 -0.908
C 2.532 3.386 -2.303
C 1.365 3.171 -1.398
C -0.006 3.541 -1.953
O -0.877 2.544 -1.425
C -0.140 1.498 -1.012
O -0.589 0.483 -0.599
O 1.177 1.752 -1.130
H 2.619 4.447 -2.558
H 2.466 2.841 -3.243
H 3.459 3.135 -1.788
H 1.536 3.599 -0.406
H 0.007 3.458 -3.046
H -0.354 4.537 -1.696
C -4.148 2.448 3.118
C -5.416 1.652 2.778
O -4.992 0.784 1.744
C -3.657 0.869 1.560
O -3.027 0.216 0.808
O -3.122 1.806 2.386
F -6.392 2.464 2.311
H -3.924 2.473 4.181
H -4.285 3.465 2.743
H -5.798 1.010 3.570
*
```

natural (NBO) population analysis, charges in e, atoms 1 to 5: Cr 1.3985; O -0.6875; C 0.9548; O -0.7920; O -0.7563



Values for M, g mol⁻¹, ordered as above
202.28 472.96 478.33 602.85 284.81 484.26